A cluster of 6 separate species, C34H81N6O13 in total, computed with ωB97M-V/def2-TZVPD.

energy relative to the best compared isomer or geometry (same formula, charge and spin)	58.0	kcal/mol
charge	-1
2S+1	1
HOMO-LUMO gap	6.8	eV
highest occupied orbital energy	-4.75	eV
maximum force	7.47	eV/Å

Geometry (Å):
N  -0.92  -2.71  0.56
C  -0.43  -2.45  -0.87
O  -1.28  -2.34  -1.90
C  1.19  -2.33  -1.25
C  1.78  -1.12  -0.29
C  2.98  -0.23  -0.97
O  2.93  0.41  -2.14
O  4.24  -0.09  -0.19
H  -1.98  -2.67  0.47
H  -0.57  -1.89  1.12
H  1.65  -3.37  -0.90
H  1.38  -2.16  -2.39
H  0.91  -0.43  0.16
H  2.25  -1.66  0.66
C  -2.02  1.69  -2.92
O  -1.04  2.25  -2.05
C  0.30  2.04  -2.52
C  0.94  3.38  -2.92
N  0.32  3.92  -4.15
C  0.71  5.30  -4.44
C  0.26  6.38  -3.44
O  -1.15  6.58  -3.39
C  -1.84  5.70  -2.51
H  -2.99  1.77  -2.43
H  -2.07  2.26  -3.86
H  -1.81  0.64  -3.13
H  0.35  1.32  -3.34
H  0.87  1.63  -1.68
H  2.01  3.24  -3.09
H  0.81  4.08  -2.09
H  -0.69  3.88  -4.05
H  0.27  5.54  -5.42
H  1.79  5.35  -4.57
H  0.68  7.33  -3.79
H  0.67  6.23  -2.44
H  -1.24  5.42  -1.65
H  -2.18  4.82  -3.06
H  -2.74  6.22  -2.15
C  -2.92  -9.85  0.86
O  -3.14  -9.47  -0.49
C  -4.14  -8.45  -0.63
C  -3.51  -7.13  -1.10
N  -2.70  -6.53  -0.05
C  -1.88  -5.41  -0.51
C  -0.77  -5.72  -1.54
O  0.29  -6.53  -1.03
C  0.04  -7.93  -1.09
H  -2.25  -10.71  0.86
H  -2.45  -9.04  1.42
H  -3.86  -10.14  1.34
H  -4.72  -8.32  0.29
H  -4.83  -8.81  -1.40
H  -4.31  -6.44  -1.39
H  -2.91  -7.35  -1.99
H  -2.08  -7.24  0.34
H  -1.39  -4.99  0.38
H  -2.53  -4.62  -0.91
H  -0.31  -4.76  -1.81
H  -1.17  -6.13  -2.47
H  -0.58  -8.21  -1.95
H  -0.42  -8.27  -0.16
H  1.01  -8.44  -1.18
C  7.29  -0.17  -1.67
O  7.07  0.21  -3.03
C  6.07  1.23  -3.16
C  6.70  2.55  -3.63
N  7.51  3.15  -2.58
C  8.34  4.28  -3.04
C  9.44  3.96  -4.07
O  10.50  3.15  -3.56
C  10.25  1.75  -3.62
H  7.97  -1.03  -1.67
H  7.76  0.64  -1.11
H  6.35  -0.46  -1.19
H  5.49  1.36  -2.24
H  5.38  0.88  -3.94
H  5.90  3.24  -3.92
H  7.30  2.33  -4.52
H  8.13  2.44  -2.19
H  8.82  4.70  -2.15
H  7.68  5.06  -3.44
H  9.91  4.92  -4.34
H  9.04  3.55  -5.00
H  9.63  1.48  -4.48
H  9.79  1.41  -2.69
H  11.22  1.24  -3.72
C  -0.76  -3.97  6.13
O  -1.74  -3.87  5.11
C  -1.36  -4.55  3.90
C  -2.26  -5.77  3.66
N  -1.99  -6.83  4.64
C  -2.98  -7.91  4.62
C  -4.43  -7.54  5.03
O  -4.57  -7.18  6.40
C  -4.31  -5.81  6.67
H  -1.07  -3.32  6.96
H  -0.70  -4.99  6.51
H  0.22  -3.64  5.78
H  -0.30  -4.83  3.91
H  -1.51  -3.84  3.08
H  -2.08  -6.15  2.65
H  -3.30  -5.43  3.73
H  -1.98  -6.42  5.57
H  -2.62  -8.67  5.32
H  -2.99  -8.37  3.62
H  -5.03  -8.45  4.90
H  -4.87  -6.79  4.37
H  -4.58  -5.16  5.84
H  -3.26  -5.67  6.94
H  -4.91  -5.52  7.54
C  -3.93  10.19  3.98
O  -4.18  10.13  2.59
C  -2.99  10.28  1.80
C  -2.67  8.97  1.07
N  -2.22  7.93  2.01
C  -2.13  6.60  1.42
C  -3.45  5.95  0.94
O  -4.36  5.64  2.00
C  -5.20  6.71  2.39
H  -4.89  10.21  4.50
H  -3.38  9.30  4.31
H  -3.37  11.09  4.25
H  -2.14  10.63  2.40
H  -3.20  11.05  1.05
H  -1.88  9.15  0.33
H  -3.57  8.65  0.54
H  -2.87  7.89  2.79
H  -1.70  5.94  2.18
H  -1.42  6.62  0.58
H  -3.19  4.99  0.48
H  -3.95  6.54  0.16
H  -5.45  7.38  1.56
H  -4.74  7.27  3.21
H  -6.14  6.28  2.77

These are the Löwdin partial charges, in e, on atoms 1 to 99: number 1, N, carries 0.066; number 2, C, carries -0.333; number 3, O, carries -0.085; number 4, C, carries -0.097; number 5, C, carries -0.138; number 6, C, carries -0.428; number 7, O, carries -0.147; number 8, O, carries -0.294; number 9, H, carries 0.100; number 10, H, carries 0.085; number 11, H, carries 0.127; number 12, H, carries 0.133; number 13, H, carries 0.116; number 14, H, carries 0.117; number 15, C, carries -0.119; number 16, O, carries -0.208; number 17, C, carries -0.200; number 18, C, carries -0.192; number 19, N, carries -0.056; number 20, C, carries -0.201; number 21, C, carries -0.219; number 22, O, carries -0.186; number 23, C, carries -0.102; number 24, H, carries 0.084; number 25, H, carries 0.071; number 26, H, carries 0.083; number 27, H, carries 0.126; number 28, H, carries 0.098; number 29, H, carries 0.124; number 30, H, carries 0.099; number 31, H, carries 0.066; number 32, H, carries 0.112; number 33, H, carries 0.115; number 34, H, carries 0.114; number 35, H, carries 0.108; number 36, H, carries 0.080; number 37, H, carries 0.073; number 38, H, carries 0.079; number 39, C, carries -0.116; number 40, O, carries -0.199; number 41, C, carries -0.204; number 42, C, carries -0.204; number 43, N, carries -0.055; number 44, C, carries -0.205; number 45, C, carries -0.197; number 46, O, carries -0.176; number 47, C, carries -0.102; number 48, H, carries 0.091; number 49, H, carries 0.060; number 50, H, carries 0.086; number 51, H, carries 0.118; number 52, H, carries 0.116; number 53, H, carries 0.122; number 54, H, carries 0.101; number 55, H, carries 0.063; number 56, H, carries 0.086; number 57, H, carries 0.112; number 58, H, carries 0.093; number 59, H, carries 0.114; number 60, H, carries 0.087; number 61, H, carries 0.067; number 62, H, carries 0.088; number 63, C, carries -0.115; number 64, O, carries -0.207; number 65, C, carries -0.199; number 66, C, carries -0.207; number 67, N, carries -0.053; number 68, C, carries -0.205; number 69, C, carries -0.225; number 70, O, carries -0.191; number 71, C, carries -0.102; number 72, H, carries 0.080; number 73, H, carries 0.072; number 74, H, carries 0.064; number 75, H, carries 0.111; number 76, H, carries 0.118; number 77, H, carries 0.117; number 78, H, carries 0.093; number 79, H, carries 0.070; number 80, H, carries 0.113; number 81, H, carries 0.112; number 82, H, carries 0.112; number 83, H, carries 0.105; number 84, H, carries 0.089; number 85, H, carries 0.071; number 86, H, carries 0.084; number 87, C, carries -0.117; number 88, O, carries -0.201; number 89, C, carries -0.196; number 90, C, carries -0.197; number 91, N, carries -0.051; number 92, C, carries -0.191; number 93, C, carries -0.216; number 94, O, carries -0.185; number 95, C, carries -0.101; number 96, H, carries 0.088; number 97, H, carries 0.074; number 98, H, carries 0.089; number 99, H, carries 0.126